1.
A molecular structure, C21H15FO2STc. Source: the OMol25 dataset; level of theory: wB97M-V/def2-TZVPD.

**Molecular weight**: 448.41 g/mol
**Total charge**: +1
**E**: -1538.30264 Eh
**E_LUMO**: -4.904 eV
**Gap between HOMO and LUMO**: 0.2739 Eh
**HOMO**: -12.359 eV
**Energy above the lowest of the compared OMol25 structures with the same formula, charge and spin**: 0.174 eV

Positions of all 41 atoms, in Å:
Tc1 0.73210 -0.17722 -0.11397
O1 -0.39185 -3.71707 -1.32077
C1 0.03869 -2.61557 -1.15547
O2 -0.33678 -1.82761 -0.14114
C2 1.00213 -2.00861 -2.18931
C3 0.62754 -2.23320 -3.52186
C4 1.39435 -1.77498 -4.56900
C5 2.58685 -1.09230 -4.31841
C6 2.98874 -0.86775 -3.02213
C7 2.20776 -1.31854 -1.94713
S1 2.78865 -0.90312 -0.30410
H1 -0.27475 -2.80389 -3.69940
H2 1.08043 -1.96202 -5.58686
H3 3.20208 -0.74823 -5.13848
H4 3.92000 -0.35675 -2.81531
F1 -4.71908 -0.05334 -0.39870
C8 -3.48126 0.39586 -0.55343
C9 -2.99448 1.31839 0.37679
C10 -1.71281 1.78286 0.23562
C11 -0.90138 1.36084 -0.84469
C12 0.52053 1.71824 -0.94424
C13 -1.44523 0.43579 -1.76069
C14 -2.73295 -0.05435 -1.62113
H5 -3.63386 1.64258 1.18609
H6 -1.31105 2.49338 0.94853
H7 0.81403 2.59311 -0.37637
H8 0.93679 1.69879 -1.95084
H9 -0.85237 0.14010 -2.61996
H10 -3.15392 -0.76355 -2.31934
C15 0.60947 0.27030 1.51751
C16 0.44058 0.54823 2.89401
C17 1.25241 1.50074 3.52748
C18 1.06034 1.76123 4.86916
C19 0.06960 1.08243 5.57168
C20 -0.73612 0.13716 4.94443
C21 -0.55747 -0.13680 3.60312
H11 2.01933 2.01470 2.96307
H12 1.68013 2.49001 5.37262
H13 -0.07422 1.29057 6.62361
H14 -1.49763 -0.38667 5.50500
H15 -1.16535 -0.87376 3.09401

Forces on the atoms, in the same order (eV/Å):
Tc 0.363 0.107 0.176
O -0.067 -0.048 0.039
C 0.135 0.215 -0.110
O 0.024 -0.033 -0.101
C -0.061 -0.086 0.124
C -0.019 -0.013 0.068
C 0.042 0.022 -0.025
C -0.043 -0.032 -0.011
C -0.031 -0.008 0.017
C -0.015 0.059 0.034
S -0.252 -0.047 -0.016
H 0.009 0.008 -0.020
H 0.007 0.000 -0.003
H -0.004 -0.003 -0.008
H -0.002 0.008 -0.007
F -0.018 -0.008 0.010
C 0.084 0.045 -0.005
C -0.046 -0.059 -0.039
C 0.029 -0.010 0.069
C -0.118 -0.305 -0.256
C -0.107 0.109 0.003
C 0.006 0.197 -0.084
C -0.013 0.006 0.057
H -0.005 -0.006 -0.003
H -0.004 -0.004 -0.003
H 0.096 -0.058 0.030
H -0.035 0.014 -0.017
H 0.005 -0.008 -0.003
H -0.015 -0.002 0.008
C 0.076 -0.127 0.113
C -0.016 0.102 -0.003
C 0.010 -0.005 -0.035
C 0.001 0.009 0.013
C -0.012 -0.020 -0.012
C 0.014 0.013 0.011
C -0.017 -0.040 -0.028
H 0.002 0.003 0.007
H -0.001 -0.002 0.000
H 0.000 0.000 0.000
H -0.001 0.003 0.006
H 0.000 0.003 0.005

=====

2.
A molecular structure, C9H19InNO at a distorted geometry. Source: the OMol25 dataset; level of theory: wB97M-V/def2-TZVPD.

**Molecular weight**: 272.07 g/mol
**Total charge**: +3
**E**: -672.97675 Eh
**E_LUMO**: -17.600 eV
**Gap between HOMO and LUMO**: 0.1573 Eh
**HOMO**: -21.879 eV
**Energy above the lowest of the compared OMol25 structures with the same formula, charge and spin**: 3.420 eV

Positions of all 31 atoms, in Å:
In1 12.45597 6.26450 -25.45882
C1 13.16812 6.02665 -30.64542
C2 12.87679 5.23105 -29.30225
C3 13.34805 3.77603 -29.40535
C4 14.75993 3.31219 -29.03887
C5 15.16301 4.07049 -27.74844
C6 14.88884 5.65971 -27.85064
N1 13.50453 5.83283 -28.14273
O1 12.81156 6.79901 -27.52030
C7 15.35992 6.21501 -26.47376
C8 15.88545 6.41754 -28.80419
C9 11.32487 5.17163 -29.04035
H1 13.87865 5.60754 -31.35787
H2 13.24065 7.09515 -30.44258
H3 12.35554 5.99943 -31.37142
H4 12.65436 3.09980 -28.90576
H5 13.31019 3.60937 -30.48186
H6 15.53820 3.42688 -29.79334
H7 14.74844 2.24249 -28.82973
H8 16.22028 3.83325 -27.63011
H9 14.52500 3.79012 -26.91032
H10 16.22332 5.78262 -25.96812
H11 15.52025 7.28454 -26.33779
H12 14.65691 6.05994 -25.65533
H13 15.85020 6.06016 -29.83333
H14 15.77825 7.45475 -29.12164
H15 16.90379 6.19251 -28.48723
H16 10.76861 4.82283 -29.91042
H17 10.82550 6.14021 -29.01611
H18 11.01837 4.56976 -28.18483
H19 13.11539 7.54063 -28.04876

Forces on the atoms, in the same order (eV/Å):
In -1.781 -0.651 3.952
C -0.102 1.003 -1.745
C -2.058 -0.653 2.820
C 2.075 -2.209 -2.474
C -0.512 2.941 1.478
C 0.068 -2.078 -2.173
C 0.051 0.635 3.376
N 2.589 -0.956 -3.572
O 0.398 0.392 -1.739
C -1.050 0.710 1.175
C 1.169 -0.553 -3.672
C -0.630 1.183 -0.753
H 1.155 -0.034 1.033
H 0.565 -0.023 0.151
H -1.183 -0.472 0.860
H -0.571 0.399 0.064
H -0.691 -0.539 0.020
H -0.167 0.105 -0.307
H -0.131 -0.508 0.209
H 0.046 0.756 0.796
H 0.372 -0.134 0.235
H 0.510 -0.546 -1.097
H 0.103 0.351 -0.883
H -0.341 -0.483 -0.029
H -0.246 -1.106 0.027
H -0.631 0.615 1.605
H -0.195 0.110 0.599
H 0.667 -0.807 -0.281
H 0.397 0.403 0.552
H 0.361 0.013 0.105
H -0.236 2.133 -0.333

=====

3.
A single C4H10N2O molecule at a distorted geometry. Source: the OMol25 dataset; level of theory: wB97M-V/def2-TZVPD.

**Molecular weight**: 102.14 g/mol
**SMILES**: C[C@@H](N)CC(N)=O
**E**: -343.06890 Eh
**E_LUMO**: 0.744 eV
**Gap between HOMO and LUMO**: 0.3661 Eh
**HOMO**: -9.217 eV
**Energy above the lowest of the compared OMol25 structures with the same formula, charge and spin**: 3.607 eV

Positions of all 17 atoms, in Å:
C1 0.79810 0.29040 1.85841
C2 -0.44295 -0.43484 1.00039
N1 -1.98503 0.09668 1.00287
C3 -0.40508 -0.08367 -0.50263
C4 0.94105 -0.36241 -1.19619
N2 0.82549 -0.08151 -2.64057
O1 1.95431 -0.98900 -0.91549
H1 1.90247 0.09880 1.68433
H2 0.73549 1.31641 1.54885
H3 0.56875 0.58540 2.95564
H4 -0.33070 -1.53891 1.07719
H5 -2.38779 0.54058 0.15255
H6 -1.80024 0.90619 1.59243
H7 -0.58684 0.98513 -0.59276
H8 -1.17638 -0.77348 -0.91805
H9 1.49510 -0.59782 -3.21961
H10 -0.10576 0.04203 -2.88736

Forces on the atoms, in the same order (eV/Å):
C -2.075 1.525 0.702
C 0.003 0.839 -2.171
N 1.327 0.079 3.441
C 3.228 -1.208 0.608
C 0.672 -1.927 -4.795
N 1.729 -0.059 3.236
O -1.289 1.155 1.621
H -1.740 -0.926 0.077
H -0.011 0.903 -0.911
H 0.328 -1.696 -1.341
H -0.743 0.828 0.380
H 1.295 -0.882 0.430
H -0.928 0.057 0.453
H -0.208 -0.130 -0.425
H 0.682 0.898 -0.389
H -0.769 0.383 0.365
H -1.498 0.161 -1.281

=====

4.
A single C13H15ClN2O4 molecule. Source: the OMol25 dataset; level of theory: wB97M-V/def2-TZVPD.

**Molecular weight**: 298.73 g/mol
**SMILES**: COCCNC(=O)CN1C(=O)COc2ccc(Cl)cc21
**E**: -1375.06226 Eh
**E_LUMO**: 0.601 eV
**Gap between HOMO and LUMO**: 0.3360 Eh
**HOMO**: -8.542 eV
**Energy above the lowest of the compared OMol25 structures with the same formula, charge and spin**: 0.501 eV

Positions of all 35 atoms, in Å:
C1 -5.85425 -1.94236 -1.02549
O1 -5.73187 -0.55442 -0.81876
C2 -4.66400 -0.17766 0.00997
C3 -3.28430 -0.33016 -0.65854
N1 -2.24722 0.26037 0.15105
C4 -1.38869 -0.47731 0.87739
O2 -1.34969 -1.68778 0.88537
C5 -0.41418 0.39174 1.68624
N2 0.47649 1.14294 0.81904
C6 0.12850 2.41886 0.51594
O3 -0.95068 2.89090 0.82362
C7 1.20720 3.24556 -0.15952
O4 2.01134 2.53840 -1.07309
C8 2.34125 1.26484 -0.71343
C9 3.42035 0.67490 -1.35591
C10 3.78317 -0.62853 -1.07472
C11 3.04396 -1.34454 -0.14849
Cl1 3.46793 -2.97811 0.20940
C12 1.95347 -0.77941 0.49403
C13 1.59854 0.53722 0.22719
H1 -5.86786 -2.48328 -0.07236
H2 -5.04436 -2.33792 -1.64675
H3 -6.80247 -2.08942 -1.53900
H4 -4.67611 -0.75351 0.94770
H5 -4.83724 0.87793 0.24037
H6 -3.03100 -1.38610 -0.77606
H7 -3.30727 0.15196 -1.64019
H8 -2.24814 1.26604 0.26662
H9 -0.98412 1.12177 2.26783
H10 0.16711 -0.23402 2.36314
H11 1.83206 3.67894 0.64056
H12 0.74108 4.06332 -0.71380
H13 3.96070 1.25871 -2.08286
H14 4.62365 -1.08344 -1.57212
H15 1.37601 -1.38996 1.16660

Forces on the atoms, in the same order (eV/Å):
C 0.005 -0.020 -0.016
O -0.041 0.131 -0.100
C 0.270 0.064 -0.001
C -0.371 -0.227 -0.094
N -0.439 0.298 -0.172
C 0.348 0.421 0.280
O 0.036 -0.421 0.104
C -0.184 -0.206 0.121
N -0.147 0.005 0.163
C 0.127 0.138 -0.210
O -0.033 0.250 0.023
C -0.083 0.455 0.215
O -0.077 -0.242 -0.163
C 0.222 -0.318 0.079
C -0.263 0.153 0.183
C -0.100 -0.082 0.102
C -0.054 0.320 -0.085
Cl 0.065 -0.244 0.050
C 0.105 0.021 -0.049
C 0.424 0.078 -0.362
H -0.004 -0.015 -0.011
H -0.024 -0.031 0.014
H 0.040 -0.100 0.005
H 0.014 0.078 -0.033
H 0.074 -0.090 0.077
H -0.034 0.143 -0.092
H -0.012 -0.088 0.042
H 0.158 -0.072 0.092
H 0.135 -0.139 -0.058
H -0.104 0.023 -0.100
H -0.117 -0.067 -0.110
H 0.008 -0.182 0.168
H 0.081 0.087 -0.082
H 0.077 -0.069 -0.040
H -0.101 -0.053 0.062

=====

5.
A molecular structure, C5H8O2. Source: the OMol25 dataset; level of theory: wB97M-V/def2-TZVPD.

**Molecular weight**: 100.12 g/mol
**E**: -345.61118 Eh
**E_LUMO**: 0.248 eV
**Gap between HOMO and LUMO**: 0.3352 Eh
**HOMO**: -8.874 eV
**Energy above the lowest of the compared OMol25 structures with the same formula, charge and spin**: 5.273 eV

Positions of all 15 atoms, in Å:
O1 1.39695 0.96044 1.25790
C1 1.01038 1.27128 -0.06211
C2 0.83955 0.02509 -0.93151
C3 -0.45549 -0.71813 -0.71881
O2 -0.53321 -1.08225 0.95859
C4 -1.73490 -0.02337 -0.70551
C5 -1.96672 -0.27405 0.54643
H1 0.74062 0.34182 1.60773
H2 1.81463 1.88764 -0.47476
H3 0.08369 1.86430 -0.08961
H4 1.69034 -0.64611 -0.76914
H5 0.83749 0.30977 -1.99209
H6 -0.45791 -1.71411 -1.17245
H7 -0.68328 -2.03110 1.11756
H8 -2.58214 -0.17123 1.42778

Forces on the atoms, in the same order (eV/Å):
O -0.156 -0.135 0.208
C -0.048 0.149 -0.380
C 0.014 -0.037 0.038
C 0.219 -0.039 -0.219
O -0.122 -0.250 0.037
C 0.023 -0.169 0.439
C -0.170 0.177 -0.168
H 0.177 0.105 0.015
H -0.118 -0.084 0.032
H 0.150 -0.084 0.040
H -0.104 0.059 -0.030
H -0.022 -0.024 0.125
H -0.018 0.160 0.060
H 0.047 0.208 -0.039
H 0.128 -0.035 -0.157

=====

6.
3 unconnected molecules or ions with the total composition C12H27F9O8PS3 at a distorted geometry. Source: the OMol25 dataset; level of theory: wB97M-V/def2-TZVPD.

**Molecular weight**: 597.50 g/mol
**Total charge**: -1
**E**: -3509.72925 Eh
**E_LUMO**: -0.252 eV
**Gap between HOMO and LUMO**: 0.1409 Eh
**HOMO**: -4.086 eV

Positions of all 60 atoms, in Å:
F1 3.16899 -0.03606 -1.07695
C1 2.59158 1.16548 -0.43431
F2 2.32151 0.74877 0.99546
C2 1.11385 1.41515 -1.09767
C3 0.05998 2.26040 -0.17556
P1 -1.79015 1.83744 -0.61619
O1 -2.49503 3.27574 0.12579
C4 -3.60389 3.52657 -0.85409
C5 -3.23273 2.88592 -2.35309
O2 -1.77495 2.55379 -2.22550
C6 3.56029 2.46797 -0.33441
F3 2.84916 3.74103 0.06175
F4 4.50921 2.20390 0.81198
S1 4.60995 2.87146 -1.81121
F5 5.73092 3.66839 -0.73017
F6 5.59922 1.48158 -1.67635
F7 3.54833 2.17720 -2.95414
F8 3.80964 4.42244 -1.92761
F9 5.59930 3.37373 -3.12499
H1 1.12756 1.91417 -2.16423
H2 0.63497 0.33385 -1.26115
H3 0.14304 2.08698 0.97787
H4 0.14748 3.43676 -0.34506
H5 -3.18253 1.39137 -0.64019
H6 -1.75669 1.12740 0.64966
H7 -1.53709 0.54332 -1.19569
H8 -3.45608 4.67952 -1.04921
H9 -4.70705 3.33252 -0.47909
H10 -3.23059 3.62929 -3.26570
H11 -3.90438 1.93775 -2.62612
O3 -4.59568 -0.96564 -0.48921
S2 -5.62494 -1.94729 -0.75444
O4 -6.65498 -1.73149 -1.74919
O5 -6.33243 -2.36840 0.65040
C7 -6.88894 -1.34585 1.46605
C8 -8.20802 -0.84536 0.90740
C9 -4.84721 -3.50770 -1.09185
H12 -6.17647 -0.52452 1.59758
H13 -7.06350 -1.78305 2.45476
H14 -8.06075 -0.32684 -0.04465
H15 -8.68317 -0.14644 1.60085
H16 -8.88987 -1.68050 0.71809
H17 -4.09670 -3.70267 -0.32421
H18 -4.37298 -3.44181 -2.07283
H19 -5.61017 -4.28824 -1.09955
O6 6.26277 -1.66517 3.47251
S3 5.22649 -1.74808 2.46623
O7 3.83922 -1.98283 2.80897
O8 5.67499 -2.82349 1.32878
C10 6.01124 -4.14366 1.73456
C11 4.77312 -4.95500 2.06824
C12 5.30731 -0.29564 1.44767
H20 6.71141 -4.12364 2.57649
H21 6.53077 -4.61552 0.89396
H22 4.27205 -4.56069 2.95729
H23 5.03385 -5.99841 2.26429
H24 4.05121 -4.91509 1.24637
H25 6.34322 -0.13107 1.14709
H26 4.94864 0.54946 2.03819
H27 4.66573 -0.43915 0.57635

Forces on the atoms, in the same order (eV/Å):
F -0.510 3.458 1.754
C -3.253 -1.765 0.883
F 1.388 1.192 -3.924
C -0.880 -0.141 0.080
C 0.955 2.014 -0.154
P -0.432 -2.754 1.831
O -1.513 0.009 -2.638
C 0.872 2.645 -0.716
C 1.025 -0.239 -0.344
O -2.952 0.428 0.852
C -0.413 0.712 5.137
F 2.194 -5.026 -1.136
F -2.823 1.128 -3.716
S 3.020 3.305 -2.266
F -1.990 -1.460 -2.415
F -2.533 2.444 -0.380
F 2.279 1.248 2.637
F 1.705 -3.377 -0.681
F -1.982 -1.148 2.609
H 0.433 -0.968 2.189
H 1.265 2.174 0.524
H 0.138 0.070 -2.374
H 0.283 -2.446 0.217
H 0.232 0.106 -0.657
H -0.183 0.105 0.361
H 0.952 -0.178 -0.371
H -0.839 -1.908 0.472
H 2.388 0.001 -0.631
H -0.499 -1.078 1.988
H 1.524 1.944 0.636
O -1.379 -0.797 -0.321
S 0.447 0.329 0.181
O 0.748 0.045 0.746
O 0.597 -0.452 -0.873
C -0.491 0.848 0.474
C -0.124 0.142 -0.349
C -0.110 -0.158 0.189
H 0.036 -0.144 -0.149
H 0.238 -0.207 -0.257
H -0.003 -0.056 0.153
H 0.086 -0.096 0.024
H 0.083 0.081 0.110
H -0.125 0.102 -0.087
H -0.108 0.185 0.131
H 0.069 0.142 0.010
O -0.779 -0.467 -0.368
S -0.384 0.420 -0.567
O 1.368 -0.050 0.117
O -0.077 0.919 0.307
C 0.018 -0.912 0.302
C -0.312 0.030 0.238
C 0.151 -0.353 0.024
H -0.087 0.162 -0.044
H -0.047 0.392 -0.011
H 0.080 -0.052 -0.128
H 0.062 0.072 -0.078
H 0.163 -0.031 0.070
H -0.112 -0.081 0.073
H 0.033 -0.451 0.069
H 0.107 -0.057 0.249

=====

> Look up the E of the second one.

-672.97675 Eh